The following is a quantum chemistry calculation of 2 unconnected molecules or ions with the total composition C5H8O2, from the Open Molecules 2025 dataset.

## Properties
Highest occupied orbital energy = -0.3339 Eh
ΔE to the lowest compared entry with this formula, charge and spin = 412.8 kJ/mol
Molecular weight = 100.12 g mol⁻¹
LUMO = 0.01513 Ha
Charge = 0

CARTESIAN COORDINATES (ANGSTROEM)
H (-2.9565, 0.4001, -0.0080)
H (3.7792, -0.7371, 0.3497)
C (-0.7736, 0.9555, -0.1215)
C (-0.1154, -0.1741, 0.7154)
C (-1.3414, -1.0362, 0.4380)
H (-1.0070, 1.8529, 0.4569)
H (0.1035, 0.0474, 1.7642)
C (-2.0014, 0.0521, -0.4124)
O (-1.6360, -2.1627, 0.7291)
O (3.2940, 0.0619, 0.0896)
H (-2.1459, -0.2354, -1.4586)
C (2.3828, -0.2915, -0.7861)
H (0.7594, -0.6673, 0.2688)
H (1.8786, 0.6776, -1.0099)
H (-0.2202, 1.2567, -1.0150)

Cartesian forces, eV/Å:
H 0.1032 -0.0535 -0.0518
H 0.0149 0.1359 0.0013
C 0.0489 0.1738 -0.0566
C 0.0677 -0.0288 0.1033
C -0.1747 -0.4520 0.1094
H 0.0266 -0.1592 -0.0797
H -0.0837 -0.0796 -0.1246
C -0.1680 -0.0232 -0.0561
O 0.0495 0.5317 -0.0930
O -0.0198 -0.2721 -0.1159
H 0.0163 0.0086 0.1560
C 0.2646 0.3329 -0.0180
H -0.2206 0.0763 0.1052
H 0.1688 -0.1031 -0.0465
H -0.0937 -0.0875 0.1670



The following is a quantum chemistry calculation of a molecular structure, C31H36LaN2P2S, from the Open Molecules 2025 dataset.

## Properties
Highest occupied orbital energy = -0.3491 Eh
Molecular weight = 669.56 g mol⁻¹
LUMO = -0.13174 Ha
Charge = +1

CARTESIAN COORDINATES (ANGSTROEM)
H (-6.5769, -0.8020, 0.7187)
C (1.4037, 2.0630, -3.0136)
C (-3.3116, -1.4571, 1.4323)
H (-1.6465, -4.6133, 6.6506)
H (1.7946, -1.1209, -4.2923)
H (-3.8496, -4.0524, 5.6153)
C (1.3598, 0.9560, -3.9113)
H (1.2833, -3.2784, -3.0063)
H (2.3553, -1.9214, 2.0107)
H (-4.6770, 0.0669, 2.0988)
P (0.4938, -1.1045, -2.2613)
H (0.2663, 4.5268, -5.1264)
S (-2.0077, -0.7643, 2.4383)
H (1.6248, 2.1187, 2.7183)
H (0.2911, -1.8448, 3.9430)
H (3.7597, 3.7283, 1.9722)
H (3.9242, -1.0524, 2.1230)
H (2.7130, -0.4267, -2.9225)
H (-1.8472, 0.1555, -0.9871)
N (1.6512, 1.9034, -1.6617)
H (3.3466, -1.7018, 0.5433)
C (2.1058, 5.3796, -0.4956)
H (-3.9727, -2.4327, 3.7428)
H (0.8184, 0.3100, -5.8792)
C (1.1127, -2.7981, -2.0331)
C (-1.7015, -3.8962, 5.8261)
C (1.0754, 3.3751, -3.4932)
C (3.0448, -1.2403, 1.4949)
H (1.0555, 0.5244, 3.2741)
C (2.2060, 2.9696, -0.9699)
C (1.8932, 1.0562, 2.8047)
H (-0.2994, -1.5999, 1.3901)
C (-1.8441, -2.0614, 3.6884)
H (1.7572, 6.3676, -0.8003)
C (-5.4039, -2.4135, -0.1408)
C (-2.9345, -3.5892, 5.2427)
C (-0.9122, -1.3201, -3.4165)
C (-4.5537, -0.8062, 1.4546)
H (-0.6291, -1.9826, -4.2451)
H (2.8935, 5.9778, 1.4081)
C (3.5519, 1.4180, 0.5724)
H (2.0489, -2.7750, -1.4561)
H (-1.2303, -0.3466, -3.8129)
C (0.5650, 3.5248, -4.8101)
P (2.1880, 0.3180, 1.1543)
H (4.2615, 1.4883, 1.4092)
N (-0.7081, -0.6592, 1.4818)
C (1.1758, 4.4404, -2.5925)
La (-0.2219, 1.0245, -0.2922)
H (0.4188, -3.5048, 5.7977)
H (0.8166, 5.4321, -2.8880)
H (4.0303, 0.9101, -0.2791)
C (-0.5444, -3.2773, 5.3415)
C (1.8581, 4.2990, -1.3826)
H (2.7993, 0.9547, 3.4154)
C (-3.0060, -2.6786, 4.1857)
C (-3.1103, -2.5862, 0.6416)
H (0.0324, 2.5320, -6.6371)
C (3.0118, 2.7874, 0.1991)
C (-5.6051, -1.2977, 0.6786)
H (0.3649, -3.3673, -1.4638)
C (1.7464, -0.4279, -3.4442)
H (-2.1452, -3.0932, 0.6592)
C (3.2206, 3.8778, 1.0320)
C (0.4619, 2.4264, -5.6411)
C (-4.1603, -3.0547, -0.1614)
C (2.7535, 5.1583, 0.7045)
H (-6.2229, -2.7922, -0.7562)
H (-0.9270, 2.9374, -1.0282)
H (-1.7551, -1.7477, -2.8586)
C (-0.6102, -2.3532, 4.2887)
H (-4.0011, -3.9289, -0.7930)
C (0.8799, 1.1625, -5.1994)

Cartesian forces, eV/Å:
H 0.3160 -0.1735 -0.0804
C -0.3989 0.7483 1.2504
C -0.9277 -0.1219 -0.0232
H 0.0130 0.3108 -0.3320
H 0.1359 0.1788 0.0477
H 0.2797 0.1487 -0.1508
C -0.5157 -0.3119 -0.2193
H -0.0137 0.0182 0.2850
H 0.2297 0.0785 -0.0832
H -0.0757 -0.2020 -0.2531
P -0.1954 0.1758 -0.7470
H 0.0590 -0.3725 -0.0469
S -0.2663 -0.1377 -0.5661
H 0.1044 -0.2650 -0.0241
H -0.1742 -0.1763 0.0788
H -0.0337 0.0709 -0.3816
H -0.0971 -0.2475 -0.1020
H -0.1232 0.0814 -0.1637
H -1.1465 -0.9091 -0.7404
N 3.1534 0.3710 -1.3915
H -0.0300 0.1276 0.3251
C 0.3226 0.0321 0.3331
H 0.2534 -0.1576 0.1456
H 0.0793 0.2438 0.1742
C 0.0106 -0.2354 0.1472
C 0.0447 0.1879 -0.3002
C -0.1137 -0.2151 0.1245
C 0.1432 -0.1732 0.1860
H 0.2492 0.1659 -0.0022
C -1.0810 -0.2183 -0.9107
C -0.0155 -0.3034 0.1756
H -0.1111 0.3576 -0.2599
C 0.1246 -0.5296 0.7388
H 0.1839 -0.1926 0.2311
C 0.1180 0.1333 0.2044
C 0.1994 0.1702 -0.1069
C -0.0702 -0.2927 0.0694
C 0.4006 -0.2216 0.0693
H -0.0906 0.1087 0.0812
H 0.0409 -0.1773 -0.2294
C -0.1655 -0.1118 0.0976
H -0.2593 -0.0690 -0.1988
H 0.0911 -0.2386 0.1972
C -0.0162 -0.3090 -0.4127
P 0.7108 0.2807 0.0358
H 0.0638 0.1530 -0.3785
N 0.0129 -1.1392 1.8338
C 0.3256 0.3077 -0.4004
La -0.7247 1.1787 0.4024
H -0.2284 0.0927 -0.1558
H 0.0553 -0.3610 0.1045
H -0.0741 0.2870 0.1741
C -0.1942 0.0743 -0.0885
C -0.0403 -0.3987 0.3972
H -0.2218 0.1295 0.0333
C 0.0428 0.1836 -0.1790
C -0.3247 0.0270 -0.1445
H 0.2132 0.0108 0.2392
C -0.3510 -0.2077 0.5733
C 0.1290 -0.0629 -0.0490
H 0.2409 0.0312 -0.1689
C -0.0143 0.0318 0.1226
H -0.2260 0.0689 -0.1085
C 0.1178 -0.7984 -0.3161
C -0.2903 1.1105 0.1304
C 0.3026 0.2095 0.3152
C -0.6441 0.7874 -0.5760
H 0.2869 0.1340 0.1977
H -0.0905 0.4697 0.1005
H 0.1725 0.1407 -0.1877
C -0.2263 0.0870 -0.1550
H -0.0762 0.2310 0.1761
C 0.4217 -0.4053 0.8355



The following is a quantum chemistry calculation of 2 unconnected molecules or ions with the total composition C3H7O3, from the Open Molecules 2025 dataset.

## Properties
Highest occupied orbital energy = -0.1476 Eh
ΔE to the lowest compared entry with this formula, charge and spin = 228.5 kJ/mol
Molecular weight = 91.09 g mol⁻¹
LUMO = 0.14994 Ha
Charge = -1

CARTESIAN COORDINATES (ANGSTROEM)
H (-1.9238, 1.4505, 1.0884)
C (-0.8141, 0.9924, -0.6344)
H (1.6883, -0.6167, 0.2034)
H (0.4292, -1.6890, 1.3649)
O (2.2551, -1.4819, 0.5392)
C (1.2519, -2.3271, 1.1714)
H (-1.0039, 2.8777, 0.4304)
H (-2.5837, 2.3362, -0.3103)
O (-0.8087, 0.0060, 0.0463)
H (1.0994, -3.2896, 0.6415)
H (1.6978, -2.6812, 2.1142)
O (-0.5295, 1.0901, -1.8106)
C (-1.5609, 2.1178, 0.1745)

Cartesian forces, eV/Å:
H 0.9753 2.0067 -1.3715
C -2.2605 2.6198 -0.0699
H 1.9461 -3.3435 1.0309
H -1.3777 -0.1574 0.0105
O -2.5710 2.6263 -1.0851
C 2.3157 -0.3104 0.1729
H 2.6062 4.3637 1.2831
H 1.7890 0.3574 0.2749
O 1.4491 -4.8954 2.6855
H -0.4768 0.8781 -0.3668
H -0.1254 0.3408 0.1242
O 1.0271 1.1474 -2.3545
C -5.2972 -5.6334 -0.3342



HOMO-LUMO gap readings, ordered: 0.349; 0.217; 0.298 Eh